1.
Molecular formula: C5H4FNS
Method: DFT, ωB97M-V with the def2-TZVPD basis set

Output
Energy above the lowest of the compared OMol25 structures with the same formula, charge and spin, kJ/mol: 152.4
SMILES string: FC1=CN=C/C1=C\S
Frontier orbital gap, Eh: 0.30733
Spin multiplicity: 1

XYZ file:
```
12
C5H4FNS ωB97M-V with the def2-TZVPD basis set
C 1.289 0.677 -0.002
C 0.116 0.015 0.001
C -0.201 -1.415 -0.004
C -2.115 -0.368 -0.001
C -1.223 0.619 0.001
H 3.548 1.021 -0.006
H 1.278 1.741 0.012
H 0.506 -2.226 0.037
H -3.184 -0.283 -0.027
N -1.469 -1.631 -0.004
F -1.399 1.949 -0.002
S 2.853 -0.100 -0.004
```

---

2.
Molecular formula: C5H4FeN2O4S
Method: DFT, ωB97M-V with the def2-TZVPD basis set

Output
Charge: +2
Energy above the lowest of the compared OMol25 structures with the same formula, charge and spin, kJ/mol: 0.0
Frontier orbital gap (alpha / beta), Eh: 0.32238 / 0.26987
Spin multiplicity: 5
⟨S²⟩: 6.06

XYZ file:
```
17
C5H4FeN2O4S ωB97M-V with the def2-TZVPD basis set
Fe -1.150 1.290 -0.055
O -3.896 1.245 -2.963
C -3.102 1.240 -2.140
C -1.494 0.479 1.619
O -1.617 -0.138 2.593
C 0.489 2.192 -0.295
O 1.561 2.597 -0.469
C -1.823 2.811 0.612
O -2.158 3.793 1.144
N 2.323 -1.666 0.959
C 1.381 -1.609 0.009
N 1.382 -2.607 -0.894
S 0.114 -0.439 -0.282
H 3.025 -2.422 1.019
H 2.308 -0.907 1.631
H 0.629 -2.461 -1.562
H 2.028 -3.398 -0.925
```

---

3.
Molecular formula: C5H4HgO7
Method: DFT, ωB97M-V with the def2-TZVPD basis set

Output
Charge: -1
Energy above the lowest of the compared OMol25 structures with the same formula, charge and spin, kJ/mol: 11.7
Frontier orbital gap (alpha / beta), Eh: 0.24538 / 0.22938
Spin multiplicity: 2
⟨S²⟩: 0.75

XYZ file:
```
17
C5H4HgO7 ωB97M-V with the def2-TZVPD basis set
O 0.329 -2.403 0.304
C 0.592 -3.021 -0.773
O 1.629 -3.650 -1.018
O -1.720 -2.584 -1.368
O -0.646 -4.087 -2.625
C -0.716 -3.278 -1.697
Hg -1.492 -1.220 0.316
O -0.642 1.125 0.211
C -0.485 1.909 1.406
C 0.881 2.558 1.192
O 1.091 2.410 -0.221
C 0.271 1.493 -0.720
H -1.306 2.635 1.448
H -0.528 1.240 2.269
H 1.688 2.034 1.717
H 0.899 3.623 1.440
O 0.156 1.215 -1.881
```

---

4.
Molecular formula: C5H4HgO7
Method: DFT, ωB97M-V with the def2-TZVPD basis set

Output
Frontier orbital gap, Eh: 0.27827
Spin multiplicity: 1

XYZ file:
```
17
C5H4HgO7 ωB97M-V with the def2-TZVPD basis set
O -0.258 -1.145 -2.504
C 0.191 -0.475 -3.505
O 0.856 -0.923 -4.427
O -0.949 -0.010 0.677
O 0.851 1.017 1.489
C -0.149 0.189 1.582
Hg -1.077 -0.034 -1.181
O 0.020 -0.724 2.533
C 1.233 -0.458 3.268
C 1.926 0.614 2.416
O 0.582 1.867 -4.048
C -0.128 1.073 -3.441
H 0.958 -0.107 4.269
H 1.801 -1.390 3.340
H 2.786 0.222 1.863
H 2.224 1.502 2.982
O -0.960 1.380 -2.511
```

---

| no. | F_max (Eh/bohr) |
| --- | --- |
| 1 | 0.02198 |
| 2 | 0.21683 |
| 3 | 0.05520 |
| 4 | 0.13923 |